Entry 1:
60
Properties=species:S:1:pos:R:3:forces:R:3 method="wB97M-V/def2-TZVPD" max_force_ev_per_a=0.5 energy_ev=-42379.61350 lumo_energy_ev="-8.91 / -11.13" e_homo_ev="-17.864 / -17.925" spin_multiplicity=5 relative_energy_kj_mol=0.0 total_charge=+3
Pd -0.357399 1.101068 -0.657543 0.1630 0.2945 -0.1079
O -1.756181 4.980438 -1.758301 0.2230 -0.0417 0.0037
C -0.991755 4.018537 -1.583202 -0.1022 0.2336 -0.0205
N -1.462134 2.856077 -1.076483 -0.0782 0.1271 0.0545
C -2.788563 2.945643 -0.858148 -0.1878 0.0255 -0.0950
O -3.414976 3.989886 -1.059907 -0.0419 -0.1980 0.0755
C -3.435849 1.690757 -0.407157 0.1961 -0.0565 0.0342
C -4.789741 1.623288 -0.168807 -0.0821 0.0036 -0.0065
C -5.329482 0.400647 0.217116 -0.0218 0.0139 0.0004
C -4.482461 -0.684103 0.336170 0.0180 -0.0415 0.0002
C -3.125676 -0.519356 0.083345 -0.0370 -0.0756 -0.0619
N -2.593643 0.642765 -0.280030 -0.1318 0.1178 0.0579
C 0.436096 4.071914 -1.947315 0.0583 -0.1476 0.0740
C 0.988738 5.202938 -2.508256 0.0137 0.0654 -0.0311
C 2.332523 5.162974 -2.868259 -0.0302 0.0446 -0.0095
C 3.034244 3.994965 -2.655928 0.0337 -0.0654 0.0202
C 2.386855 2.904215 -2.076713 0.0415 0.0591 -0.0361
N 1.112018 2.931576 -1.715029 -0.0459 -0.0493 0.0057
H -5.402165 2.507161 -0.291775 0.0142 -0.0063 0.0003
H -6.389504 0.302601 0.411745 0.0164 0.0106 -0.0072
H -4.859881 -1.657915 0.618174 0.0061 0.0276 -0.0114
H -2.447815 -1.357426 0.165784 0.0472 -0.0018 0.0024
H 0.382110 6.085027 -2.664368 0.0001 -0.0052 0.0023
H 2.809425 6.026588 -3.311914 -0.0111 -0.0039 0.0022
H 4.076304 3.909059 -2.931983 -0.0101 0.0081 0.0036
H 2.929555 1.983863 -1.912430 -0.0045 -0.0046 0.0025
C -1.372148 -3.771368 2.754139 0.0838 -0.0245 -0.0582
N -0.087833 -4.032955 2.027065 -0.0832 0.0022 -0.0586
C -0.084635 -5.406260 1.416321 0.0169 0.1088 0.0246
C 0.210159 -2.968957 0.993253 -0.0532 -0.0618 0.1114
C 0.468258 -1.623681 1.624433 -0.0233 0.2172 -0.1113
C 1.563996 -1.430435 2.455035 0.0955 -0.0952 0.0079
C 1.804931 -0.200345 3.073870 0.1082 -0.0234 0.0689
C 0.958427 0.865811 2.871691 -0.1550 0.1753 -0.0701
C -0.166870 0.717804 2.032344 0.1696 0.0769 0.0162
C -0.310061 -0.490956 1.394866 -0.0722 -0.4392 0.2656
H -1.479088 -4.505061 3.548492 -0.0039 -0.0023 0.0032
H -2.186494 -3.878480 2.041049 -0.0130 0.0050 0.0077
H -1.347585 -2.768448 3.170347 -0.0123 0.0092 0.0182
H 0.661494 -4.010514 2.720168 0.0344 0.0279 0.0303
H -0.857484 -5.441877 0.652230 0.0040 -0.0131 -0.0027
H -0.296874 -6.131492 2.196975 0.0035 -0.0162 -0.0045
H 0.893397 -5.595693 0.981545 -0.0129 -0.0194 -0.0093
H -0.646646 -2.951295 0.322294 -0.0066 0.0161 -0.0204
H 1.077043 -3.314052 0.430868 0.0398 -0.0253 0.0103
H 2.266770 -2.241710 2.631902 -0.0350 0.0011 -0.0139
H 2.651382 -0.101003 3.742087 -0.0264 0.0114 -0.0214
H 1.108942 1.801321 3.395690 0.0159 -0.0088 -0.0085
H -0.908887 1.505537 1.990153 -0.0845 0.0182 -0.0235
C 3.615994 -1.429767 -1.940921 -0.0134 0.0024 -0.0060
C 2.426400 -1.536655 -2.650620 0.0099 -0.0063 -0.0119
C 1.323725 -0.829208 -2.212220 0.0824 0.0756 0.0200
N 1.369324 -0.043991 -1.123680 -0.0647 -0.2809 -0.1856
C 2.515780 0.063520 -0.440126 -0.0411 -0.0676 0.0303
C 3.658619 -0.616464 -0.816220 0.0081 -0.0014 0.0035
H 4.499234 -1.963945 -2.267235 -0.0088 0.0083 0.0030
H 2.352446 -2.145857 -3.540787 0.0058 -0.0017 0.0072
H 0.383204 -0.867540 -2.747753 -0.0137 -0.0154 -0.0122
H 2.507078 0.723353 0.417016 -0.0025 0.0198 0.0478
H 4.567353 -0.492526 -0.243059 0.0014 -0.0069 -0.0105

***

Entry 2:
63
Properties=species:S:1:pos:R:3:forces:R:3 method="wB97M-V/def2-TZVPD" smiles="O=C1N=Nc2nnc(-c3c(-c4ccccc4)nn4ccccc34)cc21.CNC(=O)[C@@H](NC(C)=O)C(C)C" max_force_ev_per_a=5.2 energy_ev=-45444.71799 lumo_energy_ev=-2.59 e_homo_ev=-8.541
O -2.069715 -1.583443 2.503693 1.7588 0.7985 -0.1640
C -1.238707 -0.722739 2.241197 -4.4509 -2.5332 0.6962
N 0.137116 -0.859220 2.329589 3.2883 1.5308 -0.4527
N 0.685891 0.246857 1.938520 0.5610 -2.5309 0.9258
C -0.309132 1.144885 1.578228 -2.1355 2.9851 -1.2266
N -0.179885 2.398795 1.112846 0.0757 -0.4132 0.1808
N -1.275446 3.112774 0.804270 0.5207 -0.4390 0.1548
C -2.534373 2.634374 0.948047 0.5100 -0.3391 0.1030
C -3.664469 3.507826 0.568131 -0.4779 -1.5350 0.2797
C -5.094594 3.197686 0.477012 1.6927 0.3312 0.1361
C -5.772830 1.919203 0.696568 -0.5803 -0.9066 0.1930
C -5.610416 0.855243 -0.205541 -0.2466 -0.1384 0.3464
C -6.263127 -0.362935 0.014657 -0.0143 0.3729 0.2648
C -7.085496 -0.525245 1.134465 0.1654 0.3367 -0.0499
C -7.265163 0.534937 2.028395 0.2659 0.0511 -0.3920
C -6.614896 1.753611 1.807150 0.0140 -0.3230 -0.1952
N -5.796081 4.251847 0.136916 0.0875 0.5001 -0.2301
N -4.888803 5.245292 -0.028411 0.5513 1.1661 -0.1656
C -5.206040 6.547341 -0.417702 1.1834 0.4484 0.0622
C -4.204820 7.493623 -0.546033 0.4823 -1.4491 0.4376
C -2.809416 7.119495 -0.273254 -1.3477 -0.9612 0.0979
C -2.503410 5.825731 0.104777 -1.1501 0.4523 -0.2509
C -3.585496 4.836933 0.228237 0.6769 1.9850 -0.4377
C -2.692259 1.330926 1.456844 0.4862 -1.4261 0.5771
C -1.547671 0.584210 1.755659 -1.5745 2.7527 -0.9753
H -4.979365 0.979000 -1.081961 -0.0516 0.0264 0.1286
H -6.133297 -1.182299 -0.686555 -0.0068 0.1319 0.0917
H -7.589143 -1.472350 1.306048 0.0792 0.1364 -0.0261
H -7.913878 0.414742 2.891218 0.1056 0.0297 -0.1148
H -6.763108 2.579160 2.498795 0.0702 -0.0980 -0.1311
H -6.245435 6.788273 -0.612252 0.1180 -0.3861 0.1289
H -4.449157 8.508855 -0.845873 -0.0398 -0.2834 0.0592
H -2.017005 7.856961 -0.369095 -0.1988 -0.1166 0.0086
H -1.472688 5.550475 0.305380 -0.3716 -0.2260 -0.0122
H -3.664662 0.890203 1.631196 -0.0432 0.0729 -0.0561
C 6.822354 -3.863045 1.871411 -0.3702 -0.1830 -0.1845
N 6.143239 -3.338230 0.687528 0.7951 0.7512 0.2449
C 5.296302 -4.050558 -0.066621 -0.7056 -1.3415 -0.0208
O 4.987308 -5.208150 0.198608 0.1995 0.5608 -0.1219
C 4.697132 -3.346296 -1.289508 -0.0592 -0.3193 -0.2673
N 4.849033 -4.176708 -2.499502 -1.0811 0.8958 1.6194
C 5.922596 -4.288999 -3.279582 1.1957 -0.3307 -1.1821
C 7.158634 -3.460729 -2.987389 -0.2776 -0.1630 0.0511
O 5.914861 -5.043447 -4.238516 -0.0726 -0.1596 -0.1213
C 3.211294 -3.002189 -1.056137 -0.1727 0.6784 -0.1371
C 2.979920 -2.219475 0.242967 0.2099 -0.6651 -0.0890
C 2.670648 -2.146082 -2.210640 0.1220 -0.6101 -0.0388
H 7.651485 -3.211804 2.152959 -0.1706 0.0089 -0.1464
H 6.116619 -3.931443 2.701833 0.1203 -0.0596 0.0356
H 7.210246 -4.863171 1.661947 -0.1016 0.1315 0.0130
H 6.329046 -2.384976 0.420065 0.0027 -0.1088 0.0254
H 5.225660 -2.405594 -1.433209 0.0922 0.1754 -0.2103
H 4.094767 -4.807191 -2.726450 0.0389 -0.0523 0.0620
H 7.926325 -3.712403 -3.718174 -0.1948 -0.0195 0.0604
H 7.524961 -3.692753 -1.990254 0.0875 0.1876 0.1715
H 6.917047 -2.403917 -3.071385 0.0922 0.1806 0.1516
H 2.632991 -3.925816 -1.008392 0.1106 -0.1939 0.0379
H 3.232055 -2.834427 1.107376 0.0394 0.1454 0.1257
H 1.926139 -1.953227 0.324403 0.0861 0.0555 0.0252
H 3.578919 -1.309020 0.251409 -0.0098 0.1107 0.0828
H 2.737779 -2.693259 -3.151024 0.0079 0.1717 -0.1130
H 3.238112 -1.219044 -2.292885 -0.0164 0.0826 -0.0457
H 1.621505 -1.909072 -2.031997 0.0285 0.0669 -0.0204

***

Entry 3:
66
Properties=species:S:1:pos:R:3:forces:R:3 method="wB97M-V/def2-TZVPD" max_force_ev_per_a=0.7 energy_ev=-60894.81712 lumo_energy_ev="-7.14 / -9.34" e_homo_ev="-14.462 / -14.624" spin_multiplicity=5 relative_energy_kj_mol=11.5 total_charge=+2
Ru -0.111134 -0.464567 -1.148857 0.3538 0.5724 -0.1977
C -2.822350 -2.859580 -3.486790 0.0148 0.0026 0.0240
C -1.731458 -2.007166 -2.966278 -0.0994 -0.0964 -0.1010
N -1.528566 -1.796312 -1.670299 0.2520 0.0987 0.0466
N -2.350398 -2.258389 -0.753047 -0.1540 -0.1430 -0.0383
C -2.089048 -1.626711 0.469325 -0.0396 -0.0492 -0.1032
O -1.216469 -0.713154 0.538711 0.0310 0.0453 0.2570
C -2.879575 -2.045783 1.582008 0.0361 0.0158 -0.0298
C -3.851428 -3.059497 1.431540 -0.0250 -0.0362 0.0144
C -4.590828 -3.456409 2.522957 0.0060 0.0028 -0.0086
C -4.373930 -2.851564 3.757970 0.0005 0.0008 -0.0071
C -3.414367 -1.845146 3.916256 0.0077 0.0105 -0.0046
C -2.668489 -1.440225 2.837675 0.0331 0.0269 0.0395
C -0.831885 -1.248968 -3.833707 0.0376 0.0085 -0.0347
C -0.865701 -1.353336 -5.211164 -0.0062 0.0127 0.0276
C -0.022602 -0.547468 -5.975132 0.0215 0.0219 0.0104
C 0.816788 0.342279 -5.339934 -0.0183 -0.0237 -0.0214
C 0.807068 0.407008 -3.947629 0.0063 0.0277 0.0419
N 0.017312 -0.367568 -3.219297 -0.0984 -0.1993 0.0440
H -3.351308 -3.354935 -2.679738 0.0021 0.0073 -0.0023
H -2.419078 -3.611257 -4.168376 0.0135 0.0079 -0.0048
H -3.525214 -2.244084 -4.054516 -0.0115 -0.0064 0.0022
H -4.007238 -3.516212 0.466194 -0.0086 -0.0036 -0.0043
H -5.336534 -4.232066 2.423702 -0.0021 -0.0002 -0.0080
H -4.959444 -3.164617 4.612654 0.0027 0.0001 0.0039
H -3.265224 -1.393061 4.886453 0.0071 0.0077 -0.0017
H -1.917427 -0.667674 2.931137 -0.0095 -0.0007 0.0155
H -1.541111 -2.045530 -5.692648 -0.0089 -0.0104 0.0206
H -0.039909 -0.618973 -7.053973 0.0065 0.0125 -0.0021
H 1.472356 0.998671 -5.893634 -0.0010 -0.0030 -0.0102
H 1.428966 1.106038 -3.405639 0.0031 -0.0004 -0.0074
O 1.219013 1.508902 1.245987 0.0120 0.0444 0.0283
C 0.482343 2.037622 0.448951 -0.0011 -0.1331 0.0297
N 0.307372 1.544273 -0.856185 -0.0049 -0.1151 0.0148
S -0.939969 2.300785 -1.629763 -0.1043 0.1586 -0.0087
O -0.545913 2.922781 -2.855087 0.0426 -0.0366 -0.0213
O -1.966814 1.263173 -1.732609 -0.0496 0.0114 0.0051
C -1.249374 3.471156 -0.365005 -0.0675 -0.0072 -0.0446
C -2.152593 4.515054 -0.365357 0.0143 0.0016 -0.0013
C -2.173184 5.320104 0.766939 -0.0010 -0.0024 -0.0002
C -1.313237 5.080699 1.836847 -0.0059 0.0218 0.0205
C -0.406086 4.030320 1.811053 0.0088 -0.0105 -0.0386
C -0.383531 3.222488 0.686720 0.0130 0.0401 0.0496
H -2.808520 4.702660 -1.203952 -0.0055 -0.0038 -0.0026
H -2.865241 6.149502 0.817013 -0.0007 0.0016 -0.0080
H -1.352332 5.731339 2.699817 0.0022 -0.0010 0.0017
H 0.270046 3.844570 2.634221 0.0072 -0.0157 -0.0030
C 3.818498 -0.447911 3.646149 -0.0281 0.0080 0.0134
C 4.897019 -0.070423 2.638044 0.0468 -0.0072 -0.0026
C 4.728893 1.363908 2.146727 -0.0017 0.0006 0.0125
C 4.971551 -1.062656 1.478233 0.0130 -0.0085 -0.0380
N 3.700005 -1.174178 0.746015 -0.0771 0.0632 -0.0232
C 3.177116 -0.393211 -0.189676 0.0345 0.0203 0.0022
N 2.001477 -0.894052 -0.509153 -0.2632 -0.2150 0.0039
N 1.814648 -1.980970 0.276218 0.0432 -0.1049 -0.0046
N 2.824258 -2.151661 1.028598 0.0432 -0.0465 0.0300
H 3.876278 0.210576 4.512022 -0.0041 -0.0095 0.0094
H 3.927887 -1.475538 3.994262 0.0039 -0.0037 0.0008
H 2.819589 -0.333176 3.217516 0.0053 0.0028 -0.0061
H 5.874089 -0.158762 3.122595 -0.0070 0.0118 -0.0062
H 3.736662 1.522928 1.716802 -0.0087 0.0021 0.0019
H 5.488428 1.631712 1.409005 0.0050 0.0047 -0.0034
H 4.823965 2.058333 2.980705 -0.0021 0.0018 0.0002
H 5.190950 -2.072800 1.817799 0.0048 0.0168 0.0310
H 5.727880 -0.764357 0.752563 0.0004 -0.0184 0.0043
H 3.647050 0.483065 -0.599942 -0.0205 0.0178 -0.0069